(1)
{
  "formula": "C8H12N3O",
  "method": "wB97M-V/def2-TZVPD",
  "total_charge": 1,
  "homo_energy_ev": [-12.4, -12.5],
  "e_lumo_ev": [-5.32, -5.35],
  "elements": ["C", "C", "C", "C", "C", "C", "C", "C", "N", "N", "N", "O", "H", "H", "H", "H", "H", "H", "H", "H", "H", "H", "H", "H"],
  "positions_angstrom": [[2.285, 1.522, -1.152], [-1.518, -1.644, 0.935], [-1.552, 0.583, -0.175], [0.228, 0.065, 1.487], [-0.396, 1.382, -0.676], [0.101, 0.834, -1.989], [0.733, 1.058, 0.431], [-0.919, -2.571, 2.007], [1.924, 1.293, 0.051], [-1.006, -0.457, 0.748], [1.349, 1.347, -2.408], [-2.501, -2.028, 0.314], [3.219, 1.994, -1.433], [-2.329, 1.240, 0.336], [-2.214, -0.020, -1.012], [1.019, -0.777, 1.748], [-0.116, 0.535, 2.489], [-0.536, 2.504, -0.640], [-0.075, -0.130, -2.217], [-0.755, -1.960, 2.894], [-0.031, -3.080, 1.658], [-1.556, -3.427, 2.256], [1.321, 2.403, -2.626], [1.740, 1.121, -3.270]],
  "forces_ev_per_angstrom": [[1.930, 0.215, -0.429], [-2.216, -4.017, 0.515], [-3.749, -1.992, -0.555], [-0.206, -0.850, 0.431], [0.878, 0.762, 0.361], [-0.105, 3.103, 1.910], [-2.562, -1.229, -0.807], [-0.256, 0.390, -0.164], [1.251, 0.046, -0.889], [3.057, 4.022, 0.164], [-0.503, 3.783, 2.750], [0.196, 0.450, -0.233], [-0.138, 0.074, 0.081], [1.057, -0.820, -0.362], [1.880, 1.541, 1.992], [-1.728, 1.757, -0.758], [0.763, -0.382, -1.640], [-0.009, -1.163, -0.363], [-0.636, -3.136, -0.960], [0.375, -0.366, 0.224], [0.691, 0.390, -0.045], [-0.443, 0.705, -0.245], [-0.759, -1.126, 0.699], [1.231, -2.157, -1.679]]
}



(2)
{
  "formula": "C5H19BN2O4P",
  "method": "wB97M-V/def2-TZVPD",
  "total_charge": -1,
  "homo_energy_ev": -4.3,
  "e_lumo_ev": 3.04,
  "elements": ["N", "C", "B", "P", "O", "O", "O", "H", "H", "H", "H", "H", "H", "H", "H", "C", "C", "C", "O", "C", "N", "H", "H", "H", "H", "H", "H", "H", "H", "H", "H", "H"],
  "positions_angstrom": [[4.265, 0.060, -2.408], [3.205, 0.846, -3.074], [1.964, 1.333, -2.110], [0.330, 0.436, -2.660], [0.139, 0.339, -4.168], [-1.036, 1.247, -2.075], [0.311, -1.092, -1.946], [4.945, 0.644, -1.961], [3.880, -0.611, -1.771], [3.645, 1.735, -3.535], [2.806, 0.225, -3.886], [2.205, 1.120, -0.944], [1.723, 2.520, -2.185], [-1.138, 1.972, -2.678], [0.278, -1.699, -2.682], [-3.121, -1.022, 2.664], [-2.287, -0.881, 1.393], [-0.782, -1.117, 1.612], [-0.103, -0.042, 2.239], [-0.227, 0.000, 3.644], [-2.552, 0.425, 0.788], [-3.033, -0.152, 3.315], [-4.178, -1.125, 2.411], [-2.827, -1.908, 3.234], [-2.631, -1.649, 0.693], [-0.311, -1.228, 0.633], [-0.599, -2.052, 2.161], [-0.264, -1.003, 4.080], [-1.110, 0.572, 3.942], [0.650, 0.516, 4.038], [-2.076, 0.468, -0.111], [-2.069, 1.121, 1.348]],
  "forces_ev_per_angstrom": [[0.407, -0.188, -1.145], [-0.736, -0.168, 0.297], [0.062, 0.077, 0.201], [0.374, 0.624, -1.361], [-0.007, -0.453, 1.628], [0.832, -1.815, 0.787], [-0.551, 1.466, -0.024], [-0.010, 0.153, 0.497], [-0.126, 0.078, 0.465], [0.203, -0.201, -0.063], [0.218, 0.197, -0.142], [-0.126, -0.230, 0.221], [-0.205, 0.192, -0.250], [-0.165, 0.622, -0.565], [-0.207, -0.416, -0.462], [-0.143, -0.179, 0.041], [0.059, 0.263, 0.274], [0.041, -0.082, -0.401], [-0.046, -0.211, 0.248], [0.117, 0.272, -0.185], [0.133, -0.187, -0.103], [0.068, 0.022, -0.035], [0.019, 0.049, -0.035], [0.009, 0.022, 0.012], [0.112, -0.022, -0.050], [0.006, 0.112, 0.009], [-0.074, 0.013, 0.124], [-0.080, -0.029, 0.005], [-0.052, -0.116, 0.148], [0.022, -0.017, -0.047], [-0.125, 0.098, -0.129], [-0.027, 0.055, 0.039]]
}



(3)
{
  "formula": "C4H8N2O2",
  "method": "wB97M-V/def2-TZVPD",
  "homo_energy_ev": [-7.2, -8.2],
  "e_lumo_ev": [0.59, 0.42],
  "elements": ["C", "C", "C", "C", "N", "N", "O", "O", "H", "H", "H", "H", "H", "H", "H", "H"],
  "positions_angstrom": [[1.830, -0.483, 0.060], [-0.191, -0.432, -1.150], [-0.740, 0.241, 0.100], [-1.152, -0.510, 1.374], [1.164, -0.974, -0.950], [0.151, 1.258, 0.620], [2.880, -0.434, 0.598], [0.413, 2.211, -0.392], [-0.971, -1.115, -1.499], [-0.250, 0.172, -2.051], [-1.701, 0.849, -0.080], [-0.627, -1.452, 1.275], [-2.226, -0.637, 1.377], [-0.805, 0.032, 2.201], [1.535, -1.793, -1.322], [0.687, 3.067, -0.161]],
  "forces_ev_per_angstrom": [[-0.223, 2.790, 1.822], [-1.658, -0.731, -0.922], [-1.477, 3.440, 0.519], [0.519, -1.596, -2.427], [-1.241, 1.210, 0.979], [2.048, 0.551, 0.077], [-0.004, -0.917, -0.567], [-1.386, -3.067, -2.222], [0.540, -1.241, 0.581], [0.751, 1.045, 0.375], [1.168, -0.868, -1.035], [-0.210, -0.649, 0.777], [-0.078, -0.276, 0.205], [0.372, 0.627, 1.197], [0.221, -1.659, -1.299], [0.658, 1.339, 1.938]]
}



(4)
{
  "formula": "C3H6O3",
  "method": "wB97M-V/def2-TZVPD",
  "smiles": "O=C(O)CCO",
  "homo_energy_ev": -10.6,
  "e_lumo_ev": 0.67,
  "elements": ["O", "C", "O", "C", "C", "O", "H", "H", "H", "H", "H", "H"],
  "positions_angstrom": [[-0.761, 0.174, 1.907], [-0.735, 0.772, 0.869], [-1.215, 2.028, 0.707], [-0.132, 0.280, -0.432], [0.826, -0.863, -0.186], [1.523, -1.274, -1.394], [-1.641, 2.299, 1.539], [0.326, 1.044, -1.054], [-1.001, 0.012, -1.039], [0.305, -1.759, 0.154], [1.526, -0.682, 0.631], [0.979, -2.034, -1.703]],
  "forces_ev_per_angstrom": [[-0.186, -0.065, 0.021], [0.722, 0.762, -0.652], [-0.322, -0.113, 0.361], [-0.318, -0.132, 0.102], [0.048, -1.374, -0.404], [-1.070, -0.398, 0.403], [0.141, -0.106, -0.136], [0.221, 0.392, 0.484], [0.021, -0.507, -0.035], [-0.386, 0.195, 0.249], [0.234, 0.486, -0.375], [0.896, 0.860, -0.019]]
}



(5)
{
  "formula": "C2H4LiO2Tl",
  "method": "wB97M-V/def2-TZVPD",
  "spin_multiplicity": 2,
  "s_squared": 0.98,
  "total_charge": 1,
  "homo_energy_ev": [-11.0, -10.9],
  "e_lumo_ev": [-7.87, -7.70],
  "elements": ["O", "Tl", "Li", "C", "C", "O", "H", "H", "H", "H"],
  "positions_angstrom": [[-2.494, 0.333, -1.702], [-3.962, 0.017, -3.171], [-1.118, 0.545, -0.554], [0.726, 0.522, 1.679], [1.377, -0.770, -0.162], [0.603, 0.076, 0.460], [-0.170, 0.980, 2.087], [1.704, 0.483, 2.156], [2.337, -0.406, -0.524], [0.996, -1.781, -0.270]],
  "forces_ev_per_angstrom": [[1.680, 0.125, 1.392], [-0.324, -0.039, -0.292], [-1.465, -0.059, -1.269], [0.337, 0.335, -0.864], [2.889, -1.983, -2.082], [-2.979, 1.540, 3.026], [0.247, 0.162, -0.004], [-0.170, -0.176, 0.096], [-0.137, -0.197, 0.254], [-0.079, 0.291, -0.256]]
}



(6)
{
  "formula": "C3H4ClNO",
  "method": "wB97M-V/def2-TZVPD",
  "homo_energy_ev": [-10.0, -10.0],
  "e_lumo_ev": [-1.04, -1.04],
  "elements": ["C", "C", "C", "N", "O", "Cl", "H", "H", "H", "H"],
  "positions_angstrom": [[-2.689, -1.389, 0.078], [-0.183, 0.074, -0.846], [-0.835, 0.655, 0.334], [-2.677, -2.491, -0.227], [-2.644, -0.170, 0.361], [-1.300, 2.309, 0.212], [-0.375, -1.107, -0.734], [-0.453, 0.642, -1.769], [1.026, 0.097, -0.764], [-0.682, 0.475, 1.333]],
  "forces_ev_per_angstrom": [[0.509, 1.875, 0.269], [2.454, -2.240, 0.654], [-2.482, 0.921, -2.345], [0.012, -2.297, -0.543], [1.536, 1.615, 0.287], [0.021, -0.349, -0.082], [0.073, 2.466, -1.000], [-0.054, -1.082, 0.677], [-2.773, 0.256, 0.128], [0.702, -1.165, 1.956]]
}



(7)
{
  "formula": "C27H27NO6",
  "method": "wB97M-V/def2-TZVPD",
  "smiles": "Cc1c(CCC(=O)NCCCCCC(=O)O)c(=O)oc2cc3occ(-c4ccccc4)c3cc12",
  "homo_energy_ev": -8.5,
  "e_lumo_ev": -0.18,
  "elements": ["C", "C", "C", "C", "C", "C", "O", "N", "C", "C", "C", "C", "C", "C", "O", "O", "C", "O", "O", "C", "C", "C", "O", "C", "C", "C", "C", "C", "C", "C", "C", "C", "C", "C", "H", "H", "H", "H", "H", "H", "H", "H", "H", "H", "H", "H", "H", "H", "H", "H", "H", "H", "H", "H", "H", "H", "H", "H", "H", "H", "H"],
  "positions_angstrom": [[-0.158, -1.114, -2.514], [-0.621, 0.156, -1.882], [-1.912, 0.580, -1.924], [-3.029, -0.160, -2.613], [-3.500, -1.417, -1.871], [-4.105, -1.266, -0.478], [-4.157, -2.228, 0.266], [-4.618, -0.065, -0.163], [-5.206, 0.207, 1.128], [-4.227, 0.843, 2.122], [-3.158, -0.138, 2.622], [-1.859, -0.091, 1.819], [-0.933, -1.239, 2.249], [0.412, -1.108, 1.599], [0.783, -1.691, 0.612], [1.194, -0.228, 2.235], [-2.298, 1.842, -1.304], [-3.429, 2.287, -1.312], [-1.350, 2.573, -0.674], [-0.070, 2.149, -0.561], [0.785, 2.965, 0.169], [2.083, 2.525, 0.328], [3.080, 3.130, 1.003], [4.161, 2.316, 0.903], [3.911, 1.186, 0.187], [4.828, 0.083, -0.079], [4.371, -1.234, -0.107], [5.252, -2.272, -0.350], [6.595, -2.013, -0.566], [7.058, -0.708, -0.534], [6.182, 0.333, -0.291], [2.533, 1.302, -0.223], [1.679, 0.533, -0.996], [0.356, 0.942, -1.158], [0.128, -1.813, -1.727], [-0.928, -1.568, -3.126], [0.716, -0.927, -3.137], [-3.864, 0.530, -2.749], [-2.698, -0.463, -3.610], [-4.267, -1.908, -2.478], [-2.678, -2.128, -1.763], [-4.459, 0.743, -0.750], [-5.569, -0.743, 1.528], [-6.054, 0.880, 0.974], [-4.813, 1.198, 2.972], [-3.756, 1.712, 1.658], [-2.923, 0.079, 3.666], [-3.561, -1.151, 2.573], [-2.074, -0.194, 0.755], [-1.357, 0.866, 1.978], [-0.800, -1.205, 3.331], [-1.384, -2.188, 1.957], [2.050, -0.134, 1.784], [0.428, 3.889, 0.592], [5.049, 2.642, 1.409], [3.331, -1.457, 0.076], [4.887, -3.288, -0.367], [7.280, -2.826, -0.757], [8.105, -0.501, -0.701], [6.540, 1.352, -0.279], [2.030, -0.379, -1.444]],
  "forces_ev_per_angstrom": [[-0.103, -0.001, -0.012], [-0.536, 0.173, -0.002], [0.362, -0.164, -0.146], [-0.062, -0.116, 0.058], [0.014, 0.021, -0.021], [0.053, 0.025, -0.519], [0.086, -0.329, 0.270], [-0.060, 0.279, -0.034], [-0.046, 0.126, 0.308], [-0.133, -0.320, -0.014], [0.064, 0.195, -0.169], [-0.052, -0.199, 0.233], [-0.016, 0.205, -0.129], [0.000, -0.212, 0.040], [0.035, -0.312, -0.227], [0.165, 0.375, 0.476], [-0.493, 0.059, -0.060], [0.402, 0.082, 0.053], [-0.148, 0.243, 0.088], [0.818, -0.367, 0.026], [-0.004, 0.088, 0.057], [-0.433, -0.921, -0.632], [-0.244, 0.497, 0.137], [0.227, -0.888, -0.317], [0.073, 0.626, 0.404], [0.271, -0.124, -0.046], [0.022, 0.110, -0.008], [0.030, -0.092, -0.017], [0.041, -0.050, -0.013], [0.101, -0.019, 0.033], [-0.095, -0.038, -0.011], [-0.205, 0.568, 0.082], [-0.071, 0.315, 0.078], [0.016, 0.430, 0.204], [0.048, -0.087, 0.007], [-0.034, -0.050, -0.052], [0.065, -0.022, -0.050], [0.093, -0.071, -0.103], [-0.071, 0.042, 0.019], [0.034, -0.065, 0.047], [-0.077, -0.012, 0.021], [0.062, -0.124, -0.124], [-0.059, 0.144, -0.030], [0.012, -0.094, 0.023], [-0.021, 0.084, 0.002], [-0.013, 0.129, 0.027], [0.030, -0.048, 0.038], [-0.011, -0.067, 0.087], [0.053, 0.056, -0.042], [-0.014, 0.049, -0.054], [-0.017, -0.055, 0.026], [0.097, -0.003, 0.021], [-0.228, -0.133, -0.135], [-0.078, 0.136, 0.066], [0.082, 0.098, 0.112], [-0.166, -0.010, 0.020], [-0.030, -0.085, 0.004], [0.053, -0.065, -0.022], [0.081, 0.017, -0.018], [0.042, 0.105, -0.042], [-0.011, -0.134, -0.018]]
}



(8)
{
  "formula": "C3H7NOSi",
  "method": "wB97M-V/def2-TZVPD",
  "smiles": "O=C=N[SiH3].C=C",
  "homo_energy_ev": -10.2,
  "e_lumo_ev": 0.58,
  "elements": ["O", "C", "N", "Si", "H", "H", "H", "C", "C", "H", "H", "H", "H"],
  "positions_angstrom": [[3.476, 0.064, -0.232], [2.323, 0.328, -0.300], [1.151, 0.586, -0.296], [0.172, 1.926, -0.827], [1.020, 2.411, -2.052], [0.271, 3.176, 0.000], [-1.090, 1.097, -0.965], [-1.724, -1.812, 1.226], [-0.839, -1.507, 0.319], [-1.329, -1.959, 2.278], [-2.709, -1.671, 1.082], [0.337, -1.516, 0.408], [-1.060, -1.124, -0.641]],
  "forces_ev_per_angstrom": [[-1.858, 0.169, -0.279], [2.153, -0.090, 0.526], [0.377, 0.356, 0.189], [1.126, -0.173, -1.133], [-1.297, -0.459, 0.566], [-0.513, -0.700, 0.185], [0.238, 1.287, -0.183], [3.620, -0.010, 2.968], [3.779, 0.084, -0.587], [-0.847, -0.359, -1.315], [-3.321, 0.221, -0.438], [-2.725, -0.339, 0.508], [-0.731, 0.014, -1.008]]
}